(1)
Formula: C30H71AsF6N5O7V
Source: the OMol25 dataset
Level of theory: ωB97M-V/def2-TZVPD

The geometry in XYZ format:
```
121
C30H71AsF6N5O7V (ωB97M-V/def2-TZVPD)
O -0.15 2.01 -0.11
V -1.47 1.75 0.73
O -1.08 1.87 2.24
As -1.55 6.33 -5.12
F -3.07 6.23 -4.14
F -1.23 7.91 -4.26
F -0.04 6.58 -6.00
F -1.78 4.70 -5.98
F -2.48 7.11 -6.52
F -0.74 5.44 -3.77
C 4.23 -4.30 1.67
C 4.20 -4.27 3.22
C 5.60 -4.17 3.91
C 6.20 -2.77 3.87
C 5.19 -1.83 4.60
C 3.77 -1.85 4.03
N 3.35 -3.24 3.81
O 1.95 -3.39 3.65
C 2.82 -1.10 5.03
C 3.75 -1.12 2.69
C 3.65 -5.69 3.55
H 4.84 -3.48 1.28
H 3.21 -4.13 1.30
H 4.67 -5.22 1.30
H 5.56 -4.63 4.89
H 6.26 -4.74 3.26
H 6.37 -2.43 2.85
H 7.23 -2.66 4.22
H 5.57 -0.82 4.65
H 5.07 -2.24 5.61
H 1.86 -0.83 4.59
H 2.64 -1.77 5.86
H 3.26 -0.17 5.39
H 3.85 -0.04 2.75
H 4.52 -1.52 2.03
H 2.76 -1.15 2.23
H 4.44 -6.44 3.59
H 2.98 -6.05 2.76
H 3.14 -5.70 4.51
H 1.73 -3.67 4.54
C 6.01 -1.08 -6.14
C 4.63 -0.72 -5.46
C 4.44 0.76 -5.64
C 3.02 1.23 -5.34
C 2.09 0.51 -6.33
C 2.13 -1.05 -6.10
N 3.54 -1.55 -6.14
O 3.54 -2.87 -5.82
C 1.37 -1.32 -4.85
C 1.35 -1.69 -7.26
C 4.77 -1.02 -3.93
H 6.88 -0.75 -5.58
H 6.01 -0.80 -7.19
H 6.09 -2.17 -6.16
H 5.17 1.27 -5.00
H 4.70 1.01 -6.67
H 2.87 2.31 -5.46
H 2.73 1.06 -4.31
H 2.40 0.81 -7.33
H 1.08 0.81 -6.07
H 1.23 -2.38 -4.63
H 1.90 -1.08 -3.92
H 0.41 -0.81 -4.85
H 2.04 -1.83 -8.09
H 1.02 -2.72 -7.12
H 0.55 -1.05 -7.63
H 4.05 -0.53 -3.27
H 5.72 -0.72 -3.50
H 4.67 -2.10 -3.82
H 3.82 -3.28 -6.64
C -6.64 4.49 0.34
C -5.12 4.21 0.37
C -4.27 5.33 0.95
O -2.85 4.94 0.80
C -1.94 6.09 1.01
N -4.75 3.02 1.16
H -6.69 5.51 -0.05
H -7.07 4.54 1.35
H -7.27 3.91 -0.32
H -4.66 4.10 -0.61
H -4.54 5.60 1.97
H -4.58 6.21 0.38
H -2.13 6.84 0.25
H -0.92 5.73 0.91
H -2.12 6.54 1.99
H -4.79 3.28 2.14
H -5.57 2.44 1.05
C -6.39 -1.40 5.53
C -5.42 -0.24 5.15
C -5.65 1.07 5.95
O -4.91 2.07 5.30
C -4.18 2.84 6.20
N -4.03 -0.64 5.33
H -6.59 -1.38 6.61
H -6.04 -2.39 5.27
H -7.35 -1.24 5.03
H -5.45 0.01 4.09
H -5.44 0.85 7.00
H -6.70 1.37 5.90
H -3.70 3.72 5.77
H -3.31 2.33 6.61
H -4.74 3.14 7.09
H -3.51 0.22 5.15
H -3.82 -0.81 6.30
C -2.44 -3.76 -0.15
C -2.16 -2.27 -0.46
C -3.22 -1.53 -1.33
O -2.80 -0.19 -1.64
C -3.57 0.34 -2.73
N -2.02 -1.53 0.77
H -1.56 -4.04 0.42
H -2.52 -4.32 -1.08
H -3.38 -3.78 0.39
H -1.18 -2.25 -0.93
H -4.20 -1.40 -0.86
H -3.51 -2.10 -2.22
H -4.65 0.36 -2.56
H -3.44 -0.26 -3.63
H -3.34 1.36 -3.03
H -2.84 -1.64 1.36
H -1.33 -2.07 1.26
```

* 2S+1: 1
* HOMO level: -8.24 eV

***

(2)
Formula: C4H9N2O
Source: the OMol25 dataset
Level of theory: ωB97M-V/def2-TZVPD

The geometry in XYZ format:
```
16
C4H9N2O (ωB97M-V/def2-TZVPD)
C -0.78 -0.82 -1.24
C 1.86 -0.16 -0.99
C -0.21 1.35 0.96
C 0.63 -0.71 -0.96
N -0.06 -1.57 -0.14
N 0.17 1.28 2.17
O -1.54 1.14 0.39
H -1.37 0.02 -0.93
H -1.20 -1.24 -2.10
H 2.80 -0.28 -0.40
H 2.02 0.60 -1.84
H 0.36 2.04 0.41
H 0.07 -2.56 -0.31
H -0.22 -1.48 0.82
H -0.60 1.09 2.89
H -1.93 1.28 1.27
```

* 2S+1: 1
* net charge: +1
* HOMO level: -14.48 eV
* ΔE to the lowest compared entry with this formula, charge and spin: 128.3 kcal/mol